A single C4H9OPS molecule, computed with wB97M-V/def2-TZVPD.

Geometry as XYZ:
```
16
Properties=species:S:1:pos:R:3:mulliken_charge:R:1
C -0.4384 1.8217 -0.5834 -1.127
C 0.1009 1.6780 0.7784 0.292
S 0.7977 2.8112 1.7155 -0.169
P 0.3235 -0.0935 1.3913 0.882
C 1.6357 -0.8423 0.3721 -1.177
C -1.0920 -0.8878 0.5607 -1.211
O 0.3971 -0.2433 2.8190 -0.699
H -1.4607 1.8452 -0.6034 0.352
H -0.0351 0.9912 -1.3268 0.221
H -0.2281 2.8341 -0.8681 0.406
H 1.7492 -1.8909 0.5866 0.381
H 1.5116 -0.9042 -0.6496 0.427
H 2.6828 -0.3391 0.3361 0.328
H -1.2974 -1.7943 0.9123 0.479
H -2.0863 -0.4667 0.7984 0.357
H -1.0324 -0.8765 -0.5953 0.258
```

Energy = -972.5542 a.u.
Gap between HOMO and LUMO = 0.298 Ha
HOMO energy = -0.3220 hartree
Max |F| = 0.0887 hartree/bohr
Lowest unoccupied orbital energy = -0.664 eV
Multiplicity = 1
ΔE to the lowest compared entry with this formula, charge and spin = 43.94 kcal per mole

***

A molecular structure, C4H9OS, computed with wB97M-V/def2-TZVPD.

Geometry as XYZ:
```
15
Properties=species:S:1:pos:R:3:mulliken_charge:R:1
O 0.5424 -2.4766 1.3705 -0.499
C 0.6792 -1.2763 1.1859 0.101
C -0.3406 -0.2371 1.2703 0.129
C 0.0575 1.1648 1.7641 -1.100
H 1.6857 -0.8576 0.8839 0.251
H -1.2657 -0.6155 1.7257 0.323
H -0.4005 -0.0455 0.0043 -0.145
H 0.0971 1.2250 2.8638 0.349
H -0.5880 1.9483 1.3652 0.320
H 1.0422 1.4127 1.3483 0.325
C -1.1239 0.4902 -2.5104 -0.751
S 0.2305 0.9125 -1.3207 -0.138
H -2.1029 0.4110 -1.9929 0.268
H -1.1865 1.3192 -3.2231 0.303
H -0.9428 -0.4354 -3.0681 0.267
```

Energy = -631.1347 a.u.
Gap between HOMO and LUMO (spin up / spin down) = 0.361 / 0.259 Ha
HOMO energy (spin up / spin down) = -0.3346 / -0.3374 hartree
Max |F| = 0.0416 hartree/bohr
⟨S²⟩ = 0.759
Lowest unoccupied orbital energy (spin up / spin down) = 0.711 / -2.143 eV
Multiplicity = 2
ΔE to the lowest compared entry with this formula, charge and spin = 18.62 kcal per mole

***

Question: Which of these has the lowest energy?
Answer: C4H9OPS

***

Question: Look up the max |F| of the second one.
Answer: 0.0416 hartree/bohr

***

Question: Which of these has the highest multiplicity?
Answer: C4H9OS